An isolated molecule of C4H3NO2 at a distorted geometry. Source: the OMol25 dataset; level of theory: the ωB97M-V functional and the def2-TZVPD basis.

Atoms and positions in Å:
O (2.4272, -0.0695, -0.8333)
C (1.4595, 0.6287, -0.8779)
C (0.0223, 0.0904, -0.7259)
N (-0.9476, 0.6935, -1.2620)
O (-2.1344, 0.2867, 0.3549)
C (-1.3372, -0.4693, 0.9913)
C (-0.0823, -0.6759, 0.4572)
H (1.4690, 1.7325, -0.8767)
H (-1.6225, -0.9711, 1.9286)
H (0.7515, -1.2283, 0.8493)

Calculated values
Energy relative to the best compared isomer or geometry (same formula, charge and spin): 4.372 eV
DFT total energy: -9777.31495 eV
LUMO: -1.694 eV
E_HOMO: -9.51 eV



An isolated molecule of C4H3NO2 at a distorted geometry. Source: the OMol25 dataset; level of theory: the ωB97M-V functional and the def2-TZVPD basis.

Atoms and positions in Å:
O (2.8475, 0.1331, -0.2059)
C (1.7779, -0.5415, 0.1221)
C (0.4193, -0.1665, -0.0526)
C (-0.4248, 1.0383, -0.0111)
C (-1.6585, 0.4429, 0.0199)
O (-1.6055, -0.9309, -0.1815)
N (-0.2992, -1.1943, -0.1967)
H (1.7919, -1.7300, 0.6508)
H (-0.0803, 2.1192, -0.4252)
H (-2.7683, 0.8296, 0.2802)

Calculated values
Energy relative to the best compared isomer or geometry (same formula, charge and spin): 4.384 eV
SMILES string: O=Cc1ccon1
DFT total energy: -9777.30245 eV
LUMO: -0.289 eV
E_HOMO: -10.40 eV



An isolated molecule of C4H3NO2 at a distorted geometry. Source: the OMol25 dataset; level of theory: the ωB97M-V functional and the def2-TZVPD basis.

Atoms and positions in Å:
O (2.5695, 1.0010, -0.1531)
C (1.8389, 0.0615, -0.0774)
C (0.5594, -0.1116, -0.8731)
N (-0.4175, -0.8358, -1.1581)
C (-1.4969, -0.5364, -0.3319)
C (-1.1395, 0.3887, 0.5955)
O (0.0710, 0.8423, 0.4548)
H (1.8632, -0.7311, 0.6871)
H (-2.4552, -1.0155, -0.4242)
H (-1.7518, 0.7824, 1.3936)

Calculated values
Energy relative to the best compared isomer or geometry (same formula, charge and spin): 3.455 eV
SMILES string: O=Cc1ncco1
DFT total energy: -9778.23208 eV
LUMO: 0.177 eV
E_HOMO: -9.54 eV



Q: Which formula does entry 1 have?
A: C4H3NO2